Entry 1:
Here is C31H24Cl2N2O6Ti as an isolated structure at a distorted geometry from the Open Molecules 2025 dataset. Energies are from ωB97M-V/def2-TZVPD.

The electronic energy is -95966.91971 eV. Its HOMO-LUMO gap is 8.009 eV. The energy relative to the best compared isomer or geometry (same formula, charge and spin) is 0.00 kcal per mole. The calculation puts the LUMO energy at 0.06 eV.

The geometry in ORCA input format:
```
! RIJCOSX wB97M-V def2-TZVPD def2/J DEFGRID3
* xyz 0 1
Ti -0.121 -0.235 -0.143
O 0.112 0.892 1.364
C 0.982 1.191 2.290
C 0.598 1.991 3.380
C 1.498 2.302 4.372
C 2.825 1.848 4.325
C 3.221 1.098 3.244
C 2.318 0.765 2.222
C 2.802 0.056 1.071
N 2.116 -0.337 0.062
C 2.907 -0.952 -1.024
C 1.977 -1.410 -2.136
N 0.918 -0.418 -2.187
C 0.694 0.218 -3.266
C -0.194 1.358 -3.361
C -0.458 1.949 -4.598
C -1.229 3.087 -4.690
C -1.725 3.662 -3.514
C -1.466 3.095 -2.282
C -0.711 1.922 -2.190
O -0.496 1.378 -1.004
H -0.424 2.342 3.416
H 1.177 2.918 5.205
H 3.523 2.094 5.116
H 4.248 0.753 3.161
H 3.879 -0.124 1.058
H 3.498 -1.786 -0.649
H 3.594 -0.205 -1.423
H 1.542 -2.373 -1.896
H 2.519 -1.484 -3.078
H 1.233 -0.063 -4.172
H -0.048 1.492 -5.493
H -1.445 3.532 -5.652
H -2.315 4.569 -3.568
H -1.847 3.528 -1.365
C 0.615 -3.515 3.332
C 0.100 -2.803 2.108
O 0.459 -1.658 1.892
C -0.831 -3.499 1.203
C -1.576 -4.601 1.627
C -2.495 -5.200 0.793
C -2.669 -4.692 -0.496
C -1.924 -3.619 -0.941
C -0.987 -3.016 -0.102
O -0.222 -2.033 -0.577
H 1.404 -2.917 3.783
H 0.990 -4.507 3.072
H -0.191 -3.641 4.060
H -1.449 -4.974 2.638
H -3.081 -6.043 1.135
H -3.400 -5.146 -1.155
H -2.051 -3.204 -1.932
Cl -6.599 3.012 0.645
C -5.205 1.969 0.566
C -4.539 1.633 1.738
C -3.441 0.805 1.686
Cl -2.687 0.311 3.167
C -2.940 0.302 0.463
O -1.894 -0.491 0.451
C -3.661 0.637 -0.703
C -3.308 0.153 -2.052
O -2.321 -0.463 -2.379
C -4.782 1.465 -0.634
H -4.889 2.011 2.689
H -4.024 0.474 -2.835
H -5.318 1.708 -1.546
*
```

How positive or negative is each atom? The natural (NBO) charges in e answer that: Ti 1.752; O -0.677; C 0.424; C -0.266; C -0.160; C -0.279; C -0.134; C -0.239; C 0.227; N -0.475; C -0.234; C -0.242; N -0.433; C 0.204; C -0.231; C -0.139; C -0.264; C -0.171; C -0.286; C 0.453; O -0.680; H 0.228; H 0.213; H 0.215; H 0.204; H 0.166; H 0.204; H 0.195; H 0.234; H 0.189; H 0.170; H 0.208; H 0.216; H 0.216; H 0.228; C -0.712; C 0.619; O -0.549; C -0.277; C -0.145; C -0.261; C -0.167; C -0.281; C 0.474; O -0.748; H 0.239; H 0.229; H 0.238; H 0.210; H 0.215; H 0.213; H 0.233; Cl -0.007; C -0.074; C -0.208; C -0.095; Cl 0.024; C 0.444; O -0.712; C -0.260; C 0.445; O -0.535; C -0.171; H 0.241; H 0.113; H 0.226


Entry 2:
Here is C31H24Cl3N6O3S3V as an isolated structure at a distorted geometry from the Open Molecules 2025 dataset. Energies are from ωB97M-V/def2-TZVPD.

The electronic energy is -143382.86454 eV. Its HOMO-LUMO gap (spin up / spin down) is 6.208 / 6.355 eV. The energy relative to the best compared isomer or geometry (same formula, charge and spin) is 38.93 kcal per mole. Its expectation value of S² is 3.7665. The calculation puts the LUMO energy (spin up / spin down) at 1.99 / 1.85 eV.

The geometry in ORCA input format:
```
! RIJCOSX wB97M-V def2-TZVPD def2/J DEFGRID3
* xyz -1 4
V -0.794 0.868 0.748
C 3.690 -0.633 5.672
S 3.647 0.216 4.086
C 1.908 0.553 3.865
S 0.720 -0.101 4.892
N 1.752 1.352 2.846
N 0.420 1.528 2.512
C -0.144 2.581 2.959
C -1.602 2.722 2.794
C -2.311 3.674 3.514
C -3.697 3.651 3.465
C -4.333 2.682 2.705
C -3.557 1.781 1.990
N -2.229 1.811 2.028
H 4.741 -0.869 5.850
H 3.108 -1.550 5.642
H 3.317 -0.006 6.480
H 0.387 3.285 3.597
H -1.780 4.399 4.115
H -4.272 4.377 4.025
H -5.411 2.622 2.652
H -3.985 1.031 1.335
C 2.338 -3.863 -5.428
C 2.216 -3.101 -4.137
C 1.033 -2.455 -3.795
C 0.922 -1.740 -2.612
C 2.008 -1.664 -1.755
C 3.198 -2.297 -2.079
C 3.295 -3.013 -3.261
S 1.891 -0.781 -0.206
O 1.190 -1.628 0.726
O 3.237 -0.370 0.096
N 0.898 0.444 -0.507
C 1.265 1.500 -1.298
C 2.402 1.595 -2.090
C 2.628 2.706 -2.917
C 1.745 3.748 -2.991
C 0.580 3.708 -2.193
C -0.390 4.735 -2.218
C -1.503 4.646 -1.434
C -1.640 3.530 -0.589
N -0.752 2.565 -0.527
C 0.350 2.609 -1.338
H 1.361 -4.024 -5.883
H 2.803 -4.837 -5.270
H 2.955 -3.320 -6.148
H 0.178 -2.516 -4.458
H -0.006 -1.253 -2.347
H 4.042 -2.216 -1.406
H 4.227 -3.511 -3.508
H 3.140 0.809 -2.063
H 3.532 2.722 -3.514
H 1.917 4.597 -3.639
H -0.234 5.585 -2.873
H -2.272 5.405 -1.437
H -2.509 3.434 0.051
Cl -2.871 -6.499 2.321
C -2.515 -5.049 1.425
C -2.254 -3.876 2.101
C -1.969 -2.718 1.390
Cl -1.579 -1.336 2.370
C -1.954 -2.697 -0.015
O -1.676 -1.662 -0.802
C -2.218 -3.928 -0.644
Cl -2.204 -3.985 -2.378
C -2.492 -5.093 0.044
H -2.242 -3.849 3.181
H -2.688 -6.010 -0.491
N -3.229 0.018 -1.089
C -2.149 -0.269 -0.501
H -3.584 -0.775 -1.634
*
```

How positive or negative is each atom? The Löwdin charges in e answer that: V 0.636; C -0.495; S 0.786; C -1.189; S 0.438; N -0.097; N -0.094; C -0.101; C -0.247; C -0.012; C -0.062; C -0.052; C -0.113; N -0.003; H 0.016; H 0.006; H 0.015; H 0.133; H 0.114; H 0.105; H 0.102; H 0.104; C -0.061; C -0.281; C -0.043; C -0.046; C -0.266; C -0.054; C -0.046; S 0.582; O -0.309; O -0.303; N -0.192; C -0.245; C -0.014; C -0.080; C -0.068; C -0.162; C -0.018; C -0.051; C -0.108; N 0.039; C -0.123; H 0.070; H 0.075; H 0.078; H 0.106; H 0.100; H 0.113; H 0.109; H 0.097; H 0.102; H 0.100; H 0.112; H 0.100; H 0.105; Cl 0.640; C -0.676; C -0.134; C -0.509; Cl 0.796; C -0.346; O -0.142; C -0.562; Cl 0.710; C -0.143; H 0.105; H 0.101; N 0.066; C -0.354; H 0.039


Entry 3:
Here is C31H24Cl5I2N5O2PdS4 as an isolated structure at a distorted geometry from the Open Molecules 2025 dataset. Energies are from ωB97M-V/def2-TZVPD.

The electronic energy is -169700.50833 eV. Its HOMO-LUMO gap is 5.804 eV. The energy relative to the best compared isomer or geometry (same formula, charge and spin) is 31.56 kcal per mole. The calculation puts the LUMO energy at -7.71 eV.

The geometry in ORCA input format:
```
! RIJCOSX wB97M-V def2-TZVPD def2/J DEFGRID3
* xyz 2 1
Pd 0.519 0.589 -1.282
Cl 3.861 -0.155 -0.684
C 3.457 1.374 -1.320
C 2.153 1.773 -1.576
C 1.896 3.035 -2.092
Cl 0.307 3.550 -2.496
C 2.946 3.922 -2.348
Cl 2.621 5.473 -2.987
C 4.258 3.535 -2.090
Cl 5.542 4.610 -2.399
C 4.509 2.263 -1.584
Cl 6.120 1.782 -1.279
N -2.969 0.989 0.589
C -1.831 1.470 1.056
S -0.701 2.230 -0.062
N -1.606 1.561 2.348
C -2.556 1.279 3.389
C -3.841 1.805 3.333
C -4.726 1.531 4.366
C -4.323 0.757 5.446
C -3.027 0.265 5.502
C -2.138 0.522 4.471
H -3.093 0.906 -0.405
H -3.637 0.543 1.203
H -0.661 1.799 2.621
H -4.141 2.459 2.524
H -5.725 1.943 4.334
H -5.016 0.552 6.250
H -2.705 -0.323 6.351
H -1.126 0.140 4.505
I 3.010 -1.598 -6.428
C 2.377 -1.483 -4.476
C 2.429 -2.465 -3.504
N 1.891 -1.956 -2.390
N 1.501 -0.688 -2.584
C 1.787 -0.386 -3.851
H 2.804 -3.474 -3.534
H 1.841 -2.376 -1.463
H 1.559 0.586 -4.257
N -2.312 2.422 -3.225
C -1.615 1.403 -3.712
O -0.890 0.682 -2.996
C -1.750 1.083 -5.169
I -0.287 2.205 -6.249
H -2.146 2.713 -2.270
H -2.846 3.023 -3.833
H -2.726 1.338 -5.572
H -1.525 0.036 -5.333
O 1.107 0.014 0.483
C 0.700 -1.246 1.029
C 0.920 -0.990 2.525
C 1.479 0.117 3.100
C 1.711 -0.045 4.494
C 1.331 -1.271 4.943
S 0.703 -2.245 3.688
C -0.746 -1.515 0.626
C -1.216 -1.545 -0.660
C -2.571 -1.967 -0.759
C -3.096 -2.265 0.461
S -1.962 -2.026 1.720
C 1.505 -2.492 0.653
C 1.020 -3.647 0.082
C 1.984 -4.687 0.010
C 3.172 -4.319 0.563
S 3.133 -2.731 1.175
H 1.768 0.992 2.536
H 2.150 0.713 5.126
H 1.383 -1.660 5.948
H -0.619 -1.387 -1.554
H -3.107 -2.081 -1.690
H -4.085 -2.630 0.689
H 0.002 -3.762 -0.258
H 1.793 -5.663 -0.410
H 4.074 -4.905 0.646
*
```

How positive or negative is each atom? The Löwdin charges in e answer that: Pd 1.033; Cl 0.783; C -0.658; C -0.220; C -0.660; Cl 0.716; C -0.695; Cl 0.754; C -0.697; Cl 0.766; C -0.689; Cl 0.755; N 0.166; C -0.714; S 0.762; N 0.113; C -0.237; C -0.032; C -0.050; C -0.050; C -0.042; C -0.015; H 0.108; H 0.115; H 0.141; H 0.123; H 0.118; H 0.118; H 0.119; H 0.093; I 0.955; C -0.745; C -0.088; N 0.033; N -0.118; C -0.178; H 0.140; H 0.099; H 0.075; N 0.175; C -0.673; O -0.135; C -0.524; I 0.908; H 0.040; H 0.137; H 0.062; H 0.064; O -0.317; C -0.520; C -0.512; C -0.125; C -0.159; C -0.377; S 1.050; C -0.491; C -0.191; C -0.162; C -0.371; S 1.094; C -0.516; C -0.134; C -0.148; C -0.358; S 1.059; H 0.119; H 0.116; H 0.083; H 0.080; H 0.118; H 0.084; H 0.122; H 0.117; H 0.085


Entry 4:
Here is C31H24N6O3Os as an isolated structure at a distorted geometry from the Open Molecules 2025 dataset. Energies are from ωB97M-V/def2-TZVPD.

The electronic energy is -50087.62465 eV. Its HOMO-LUMO gap (spin up / spin down) is 6.567 / 6.524 eV. The energy relative to the best compared isomer or geometry (same formula, charge and spin) is 0.00 kcal per mole. The calculation puts the LUMO energy (spin up / spin down) at -0.58 / -0.93 eV.

The geometry in ORCA input format:
```
! RIJCOSX wB97M-V def2-TZVPD def2/J DEFGRID3
* xyz 0 1
Os 0.687 -0.388 -0.132
O -4.008 -1.435 -2.757
C -3.510 -0.371 -3.410
C -4.290 0.181 -4.427
C -3.839 1.268 -5.149
C -2.586 1.818 -4.890
C -1.812 1.283 -3.880
C -2.257 0.198 -3.119
C -1.411 -0.266 -1.999
O -0.237 0.258 -1.861
N -1.913 -1.164 -1.181
N -1.058 -1.409 -0.108
C -1.411 -2.319 0.731
C -0.630 -2.763 1.859
C -1.160 -3.835 2.612
C -0.484 -4.390 3.665
C 0.787 -3.891 3.991
C 1.325 -2.839 3.297
C 0.632 -2.217 2.229
O 1.206 -1.193 1.659
H -3.380 -1.649 -2.025
H -5.257 -0.265 -4.624
H -4.473 1.698 -5.914
H -2.223 2.653 -5.474
H -0.840 1.695 -3.643
H -2.363 -2.810 0.544
H -2.134 -4.219 2.327
H -0.916 -5.207 4.226
H 1.349 -4.335 4.804
H 2.303 -2.445 3.541
C 5.357 -3.092 -0.425
C 4.001 -3.349 -0.511
C 3.093 -2.305 -0.610
C 3.537 -0.997 -0.561
C 4.900 -0.734 -0.499
C 5.806 -1.776 -0.437
N 2.558 0.043 -0.499
N 3.038 1.239 -0.501
C 2.078 2.132 -0.139
C 2.369 3.500 -0.136
C 1.413 4.385 0.292
C 0.169 3.899 0.707
C -0.058 2.547 0.657
N 0.872 1.667 0.246
H 6.060 -3.911 -0.344
H 3.631 -4.368 -0.502
H 1.415 -3.278 -0.007
H 5.219 0.297 -0.479
H 6.865 -1.563 -0.381
H 3.347 3.812 -0.474
H 1.617 5.448 0.312
H -0.606 4.565 1.057
H -1.006 2.123 0.957
N 1.691 -2.579 -0.689
C 1.077 -2.838 -1.962
C 0.129 -3.848 -2.051
C -0.522 -4.088 -3.252
C -0.227 -3.322 -4.369
C 0.722 -2.312 -4.272
C 1.374 -2.064 -3.076
H -0.110 -4.436 -1.170
H -1.263 -4.875 -3.309
H -0.728 -3.511 -5.309
H 0.953 -1.705 -5.138
H 2.096 -1.261 -3.000
*
```

How positive or negative is each atom? The natural (NBO) charges in e answer that: Os 1.158; O -0.685; C 0.352; C -0.281; C -0.172; C -0.270; C -0.157; C -0.166; C 0.574; O -0.680; N -0.477; N -0.332; C 0.117; C -0.271; C -0.142; C -0.278; C -0.176; C -0.290; C 0.435; O -0.709; H 0.511; H 0.223; H 0.211; H 0.212; H 0.229; H 0.200; H 0.208; H 0.216; H 0.213; H 0.222; C -0.200; C -0.207; C 0.120; C 0.171; C -0.215; C -0.201; N -0.220; N -0.302; C 0.310; C -0.223; C -0.159; C -0.274; C 0.081; N -0.435; H 0.220; H 0.220; H 0.412; H 0.246; H 0.220; H 0.235; H 0.222; H 0.229; H 0.216; N -0.645; C 0.235; C -0.289; C -0.176; C -0.233; C -0.184; C -0.261; H 0.212; H 0.217; H 0.219; H 0.219; H 0.226